(1)
ORCA calculation (ωB97M-V/def2-TZVPD) on a structure of composition C30H22Cl2N3PRhS.

* HOMO energy (spin up / spin down): -10.72 / -10.72 eV
* HOMO-LUMO gap (spin up / spin down): 6.3 / 6.3 eV
* charge: +1
* DFT total energy: -84109.9600 eV
* LUMO (spin up / spin down): -4.4 / -4.4 eV
* energy above the lowest of the compared OMol25 structures with the same formula, charge and spin: 0.219 eV

```
60
Properties=species:S:1:pos:R:3:forces:R:3
Rh 0.824 0.242 -0.134 0.5 -0.2 0.4
N -1.883 0.967 0.807 0.0 -0.3 0.1
P -1.076 -0.522 0.682 -0.3 0.0 0.0
C -2.188 -1.630 -0.194 0.0 0.0 0.0
C -2.297 -1.550 -1.585 -0.1 0.0 0.0
C -3.220 -2.341 -2.248 0.0 0.0 0.0
C -4.038 -3.206 -1.534 0.0 0.0 0.0
C -3.948 -3.275 -0.152 0.0 0.0 0.1
C -3.025 -2.488 0.523 0.0 0.0 -0.1
C -0.886 -1.192 2.329 0.0 0.0 0.0
C -0.405 -2.502 2.419 0.0 0.0 0.1
C -0.125 -3.049 3.657 0.0 0.0 0.0
C -0.326 -2.296 4.808 0.0 0.0 0.0
C -0.803 -0.998 4.720 0.0 0.0 0.0
C -1.073 -0.435 3.481 0.0 0.0 0.0
C -1.414 2.017 0.070 0.0 0.3 -0.1
C -2.134 3.203 -0.048 0.0 0.2 -0.1
C -1.625 4.225 -0.816 -0.2 -0.1 0.1
C -0.410 4.051 -1.466 0.2 -0.1 -0.1
C 0.253 2.860 -1.307 0.2 0.1 -0.1
N -0.230 1.858 -0.551 -0.5 -0.1 -0.1
H -2.836 1.027 1.135 0.0 0.0 0.0
H -1.664 -0.886 -2.157 0.0 0.0 0.1
H -3.296 -2.287 -3.326 0.0 0.0 0.0
H -4.753 -3.827 -2.058 0.0 0.0 0.0
H -4.594 -3.941 0.404 0.0 0.0 0.0
H -2.959 -2.543 1.600 0.0 0.0 0.0
H -0.273 -3.100 1.525 0.0 0.0 0.0
H 0.247 -4.062 3.726 0.0 0.0 0.0
H -0.104 -2.725 5.776 0.0 0.0 0.0
H -0.955 -0.413 5.618 0.0 0.0 0.0
H -1.407 0.591 3.416 0.0 0.0 0.0
H -3.077 3.302 0.470 0.0 0.0 0.0
H -2.171 5.153 -0.915 0.0 0.0 0.0
H 0.021 4.824 -2.084 0.0 0.0 0.0
H 1.205 2.675 -1.784 0.0 0.0 0.0
Cl 3.045 0.990 -0.816 0.0 0.0 0.0
C 3.447 2.208 0.397 0.0 0.1 0.2
C 4.523 3.026 0.108 0.0 0.0 -0.1
C 4.890 3.986 1.033 -0.1 0.0 0.1
C 4.178 4.103 2.219 0.0 0.0 0.0
C 3.106 3.268 2.478 0.0 -0.1 0.0
Cl 2.259 3.453 3.973 0.0 0.0 0.0
C 2.693 2.278 1.571 0.1 -0.1 -0.2
S 1.358 1.213 1.964 0.1 0.0 0.0
H 5.060 2.909 -0.823 0.0 0.0 0.0
H 5.726 4.641 0.832 0.0 0.0 0.0
H 4.450 4.847 2.954 0.0 0.0 0.0
N 1.448 -4.080 -6.089 0.0 0.0 0.0
C 1.300 -3.395 -5.180 0.0 0.0 0.0
C 1.112 -2.537 -4.040 0.0 0.0 0.0
C 1.067 -3.085 -2.761 0.0 -0.1 0.0
C 0.868 -2.259 -1.666 0.0 -0.1 -0.1
C 0.734 -0.884 -1.833 0.0 0.4 0.1
C 0.782 -0.345 -3.116 0.0 -0.2 0.0
C 0.967 -1.164 -4.222 0.0 0.1 0.1
H 1.172 -4.154 -2.631 0.0 0.0 0.0
H 0.805 -2.716 -0.682 0.0 0.0 0.0
H 0.658 0.722 -3.260 0.0 0.0 -0.1
H 0.999 -0.750 -5.221 0.0 0.0 0.0
```
Forces are in eV/Å.



(2)
ORCA calculation (ωB97M-V/def2-TZVPD) on a structure of composition C3H5O2Se.

* HOMO energy: -4.15 eV
* HOMO-LUMO gap: 7.5 eV
* charge: -1
* DFT total energy: -72634.2892 eV
* LUMO: 3.4 eV
* energy above the lowest of the compared OMol25 structures with the same formula, charge and spin: 0.000 eV

```
11
Properties=species:S:1:pos:R:3:forces:R:3
C -1.235 -0.960 -0.541 -0.7 -1.1 0.3
C 0.180 -0.421 -0.768 0.2 1.6 0.9
C 0.844 0.279 0.451 -1.4 -2.0 0.6
O -1.857 -0.408 0.412 0.1 -0.4 -0.5
O -1.665 -1.884 -1.267 0.5 0.5 0.0
Se -0.543 1.346 1.354 -0.1 0.5 0.4
H 0.937 -1.111 -1.024 0.3 -1.4 -0.8
H 0.144 0.325 -1.566 -0.2 0.0 -0.1
H 1.570 0.906 0.023 1.2 0.9 0.0
H 1.290 -0.543 1.123 -0.6 1.5 -0.8
H 0.334 2.471 1.803 0.6 0.0 0.0
```
Forces are in eV/Å.



(3)
ORCA calculation (ωB97M-V/def2-TZVPD) on a cluster of 2 separate species, C3H2NOP in total.

* HOMO energy (spin up / spin down): -8.35 / -8.34 eV
* HOMO-LUMO gap (spin up / spin down): 6.1 / 6.1 eV
* DFT total energy: -15961.9855 eV
* LUMO (spin up / spin down): -2.3 / -2.3 eV
* energy above the lowest of the compared OMol25 structures with the same formula, charge and spin: 5.473 eV

```
8
Properties=species:S:1:pos:R:3:forces:R:3
C 0.298 -0.999 0.164 0.0 -0.5 0.6
C 0.569 -0.854 -1.099 -0.9 2.0 -0.5
C -0.427 1.092 1.212 0.0 -0.5 0.4
N -0.165 -0.058 1.041 -0.2 -0.3 0.2
O -0.725 2.134 1.618 -0.2 1.1 0.0
P -0.930 2.098 -1.742 0.9 -1.6 0.1
H 0.402 -1.961 0.684 0.3 0.0 -0.4
H 0.979 -1.452 -1.877 0.1 -0.2 -0.4
```
Forces are in eV/Å.



(4)
ORCA calculation (ωB97M-V/def2-TZVPD) on a structure of composition CHO6S.

* HOMO energy (spin up / spin down): -3.03 / -3.03 eV
* HOMO-LUMO gap (spin up / spin down): 6.5 / 6.5 eV
* charge: -1
* DFT total energy: -24171.5142 eV
* LUMO (spin up / spin down): 3.5 / 3.5 eV
* energy above the lowest of the compared OMol25 structures with the same formula, charge and spin: 4.434 eV

```
9
Properties=species:S:1:pos:R:3:forces:R:3
C -1.802 1.190 0.109 0.0 0.1 0.1
O -1.692 1.702 -0.908 0.1 0.6 -1.5
O -1.958 0.730 1.146 -0.3 -0.3 1.6
O -0.969 -1.415 0.092 0.7 -0.1 -0.1
O 1.173 -2.583 0.423 -0.5 1.0 -0.3
O 1.639 0.188 -0.194 0.3 -1.5 0.3
O 1.903 1.388 -0.903 -0.2 0.8 -0.7
S 0.374 -1.684 -0.414 0.1 -0.9 -0.3
H 1.332 0.486 0.650 -0.3 0.4 1.0
```
Forces are in eV/Å.



(5)
ORCA calculation (ωB97M-V/def2-TZVPD) on a cluster of 15 separate species, C45H120O15 in total.

* HOMO energy: -9.69 eV
* HOMO-LUMO gap: 10.0 eV
* DFT total energy: -79325.3593 eV
* LUMO: 0.4 eV
* energy above the lowest of the compared OMol25 structures with the same formula, charge and spin: 0.974 eV

```
180
Properties=species:S:1:pos:R:3:forces:R:3
C 1.900 4.743 2.570 -0.2 -0.3 -0.2
C 2.010 5.302 1.159 -0.2 -0.4 0.5
C 1.252 4.437 0.171 -0.1 0.5 -0.6
O 1.530 6.643 1.117 0.2 0.2 -0.1
H 0.852 4.776 2.885 0.1 0.1 0.1
H 2.524 5.297 3.267 0.0 0.0 0.1
H 2.164 3.681 2.568 0.2 0.1 0.1
H 3.063 5.360 0.882 0.0 0.1 -0.1
H 0.202 4.336 0.458 0.1 -0.1 0.2
H 1.673 3.444 0.028 0.1 0.0 0.2
H 1.278 4.955 -0.795 -0.2 -0.2 0.2
H 0.585 6.631 1.300 0.0 0.0 0.0
C 3.639 4.844 -1.829 0.1 0.3 0.6
C 2.884 4.122 -2.920 0.3 -0.4 0.0
C 2.452 5.045 -4.019 -0.4 -0.1 -0.7
O 3.696 3.112 -3.528 0.0 0.3 0.1
H 3.861 4.192 -0.976 0.0 -0.1 -0.2
H 3.045 5.669 -1.422 0.1 0.0 -0.2
H 4.582 5.264 -2.185 0.0 -0.1 -0.2
H 1.994 3.637 -2.494 0.0 0.1 0.1
H 1.775 4.518 -4.701 0.1 0.0 0.0
H 3.317 5.342 -4.614 0.0 0.2 0.1
H 1.912 5.913 -3.645 0.1 0.1 0.1
H 4.114 2.626 -2.805 -0.2 -0.2 0.0
C -2.484 0.276 -2.825 -0.1 0.2 0.0
C -2.925 -1.041 -3.406 0.0 -0.6 -0.4
C -3.811 -1.803 -2.454 -1.1 -0.1 0.6
O -3.651 -0.772 -4.618 0.3 0.2 0.2
H -2.007 0.106 -1.860 0.0 0.1 0.0
H -3.360 0.916 -2.683 0.0 0.0 0.1
H -1.780 0.801 -3.471 0.0 -0.1 -0.1
H -2.053 -1.664 -3.643 0.1 0.2 -0.1
H -4.709 -1.207 -2.245 0.2 0.1 0.0
H -3.380 -2.042 -1.479 0.3 0.1 -0.1
H -4.217 -2.741 -2.845 0.3 0.0 -0.3
H -3.843 -1.611 -5.046 0.0 0.0 0.0
C 5.936 -0.568 -1.230 0.2 -0.5 -0.3
C 5.696 0.917 -1.412 0.1 -0.2 0.1
C 6.301 1.423 -2.704 0.3 0.1 0.1
O 4.282 1.163 -1.448 0.1 -0.2 -0.1
H 6.996 -0.837 -1.218 0.0 0.3 0.1
H 5.502 -1.112 -2.076 -0.1 0.1 0.1
H 5.494 -0.960 -0.313 -0.1 0.1 0.0
H 6.118 1.476 -0.569 0.0 0.0 0.0
H 6.275 2.512 -2.759 -0.2 0.0 -0.1
H 5.796 0.985 -3.565 0.0 0.1 0.0
H 7.357 1.149 -2.754 0.0 -0.1 0.0
H 3.933 0.935 -0.565 -0.1 0.4 0.1
C 0.667 0.692 -0.765 0.3 -0.4 -0.4
C -0.241 0.805 0.431 0.3 0.0 0.5
C -0.764 -0.558 0.854 -0.3 -0.2 -0.6
O 0.542 1.376 1.502 -0.1 -0.1 -0.2
H 1.552 0.091 -0.530 -0.1 0.1 0.2
H 1.006 1.645 -1.171 -0.1 0.1 0.2
H 0.179 0.139 -1.568 -0.1 0.2 0.0
H -1.077 1.486 0.233 0.0 0.0 -0.1
H -1.512 -0.480 1.641 0.2 0.0 0.2
H 0.068 -1.202 1.148 0.0 0.1 0.2
H -1.240 -1.058 -0.002 0.0 0.1 0.1
H -0.030 1.414 2.284 -0.2 0.2 0.0
C 0.534 -5.031 -3.421 -0.6 -0.2 0.0
C 0.888 -3.566 -3.402 0.0 0.3 -0.1
C 0.231 -2.838 -2.253 -0.4 0.2 0.6
O 2.292 -3.477 -3.247 0.2 -0.3 -0.2
H 0.995 -5.535 -2.569 0.1 0.0 -0.1
H 0.830 -5.516 -4.350 0.2 0.0 0.1
H -0.549 -5.166 -3.317 0.1 0.1 -0.1
H 0.596 -3.084 -4.348 -0.1 -0.2 0.0
H 0.519 -1.786 -2.252 0.2 -0.1 0.1
H 0.557 -3.311 -1.323 0.1 0.2 0.1
H -0.864 -2.856 -2.208 0.0 -0.2 -0.5
H 2.567 -2.545 -3.306 0.0 0.1 0.2
C -4.311 2.497 0.326 0.3 -0.1 -0.3
C -5.191 2.650 1.545 0.0 -0.2 -0.1
C -6.589 2.078 1.290 0.5 0.4 -0.4
O -4.564 1.962 2.651 -0.1 0.2 -0.2
H -4.831 2.888 -0.549 0.0 0.0 0.0
H -4.055 1.452 0.122 -0.2 0.0 0.2
H -3.371 3.046 0.400 -0.1 0.1 0.2
H -5.246 3.720 1.776 -0.1 -0.1 0.2
H -7.111 1.869 2.221 -0.1 -0.1 0.0
H -6.493 1.188 0.668 -0.1 -0.2 0.3
H -7.166 2.801 0.710 -0.1 0.0 0.1
H -5.130 2.100 3.418 0.1 -0.1 0.1
C -0.228 1.726 5.038 0.0 0.1 0.4
C -1.586 1.199 4.630 -0.3 -0.2 -0.2
C -2.727 1.758 5.480 0.3 0.1 -0.6
O -1.759 1.508 3.233 0.1 0.1 0.3
H 0.586 1.180 4.556 -0.1 0.1 -0.2
H -0.070 1.620 6.115 -0.1 -0.1 0.0
H -0.157 2.792 4.811 0.1 0.0 -0.1
H -1.618 0.107 4.731 0.2 0.1 0.1
H -2.810 2.841 5.356 0.1 0.0 0.1
H -2.545 1.511 6.523 -0.2 0.0 0.1
H -3.666 1.321 5.135 0.0 -0.1 0.2
H -2.698 1.658 3.034 0.0 0.0 0.0
C -4.470 -3.298 3.473 0.0 -0.2 -0.2
C -5.282 -2.532 2.422 0.7 -0.6 0.1
C -4.436 -1.476 1.726 -0.7 0.5 -0.1
O -5.772 -3.454 1.435 -0.2 0.2 0.1
H -3.815 -4.006 2.948 0.0 0.1 0.1
H -5.105 -3.885 4.139 0.0 0.1 0.0
H -3.822 -2.659 4.073 -0.1 0.2 0.0
H -6.164 -2.093 2.891 0.0 0.2 0.0
H -5.096 -0.873 1.094 0.1 -0.1 -0.1
H -3.678 -1.922 1.084 0.1 -0.1 0.1
H -3.985 -0.767 2.425 0.1 -0.2 0.1
H -5.290 -4.280 1.531 0.0 0.0 0.0
C -0.841 -3.920 4.823 -0.4 -0.4 0.3
C -0.051 -2.867 5.556 0.2 0.6 -0.3
C 0.693 -1.936 4.620 0.0 0.7 0.0
O -0.936 -2.031 6.323 0.0 -0.1 -0.1
H -0.219 -4.578 4.216 0.1 0.1 -0.1
H -1.601 -3.446 4.199 0.1 0.0 -0.2
H -1.382 -4.557 5.535 0.1 0.0 -0.1
H 0.700 -3.298 6.226 -0.2 -0.2 0.1
H 0.999 -1.053 5.191 0.2 -0.2 0.0
H 0.072 -1.529 3.814 -0.2 -0.3 0.0
H 1.584 -2.384 4.182 0.0 -0.1 0.0
H -1.671 -2.575 6.620 0.0 0.0 0.1
C 2.847 -2.873 0.574 0.3 0.8 -0.1
C 2.586 -4.064 1.467 -0.2 -0.3 -0.5
C 1.290 -4.764 1.073 0.1 -0.5 0.5
O 3.679 -4.983 1.366 0.0 0.1 0.2
H 2.808 -3.155 -0.484 0.0 -0.1 0.0
H 3.832 -2.433 0.753 0.0 -0.2 0.1
H 2.148 -2.042 0.717 -0.2 -0.2 0.0
H 2.518 -3.783 2.518 0.2 0.0 0.0
H 1.275 -4.950 -0.003 -0.2 0.2 0.0
H 0.411 -4.217 1.421 0.0 0.2 -0.3
H 1.257 -5.746 1.554 0.0 0.1 0.1
H 3.821 -5.167 0.431 0.0 0.0 0.0
C 3.202 -0.042 3.245 -0.2 0.2 -0.2
C 3.836 1.071 2.430 -0.3 0.1 0.3
C 5.329 0.945 2.299 0.2 -0.1 0.0
O 3.266 1.095 1.122 0.2 0.1 0.0
H 3.363 -1.007 2.760 0.1 0.0 0.1
H 2.124 0.130 3.278 0.0 -0.1 0.0
H 3.578 -0.037 4.268 0.1 -0.2 0.0
H 3.591 2.023 2.922 0.1 0.0 0.0
H 5.572 0.090 1.665 0.0 0.1 -0.1
H 5.797 0.761 3.267 -0.1 0.1 0.0
H 5.763 1.853 1.878 0.0 -0.1 -0.1
H 2.320 1.294 1.229 -0.2 -0.1 0.0
C -3.282 -5.799 -1.734 0.0 -0.5 0.0
C -2.327 -5.718 -0.550 -0.3 0.0 -0.3
C -2.424 -4.374 0.120 0.3 0.7 0.6
O -2.711 -6.747 0.366 0.1 -0.2 -0.1
H -3.123 -6.722 -2.297 0.1 0.1 0.0
H -3.170 -4.954 -2.412 0.0 0.1 0.1
H -4.309 -5.849 -1.365 0.0 0.2 0.0
H -1.307 -5.869 -0.919 0.0 -0.1 0.2
H -1.965 -4.348 1.115 0.1 -0.3 -0.1
H -3.456 -4.055 0.274 -0.1 -0.1 -0.3
H -1.887 -3.613 -0.450 -0.2 0.0 -0.1
H -1.925 -7.173 0.715 0.0 0.1 0.0
C 2.635 -0.905 -5.511 0.1 -0.2 -0.4
C 2.778 0.016 -4.330 0.0 0.2 0.6
C 1.539 0.858 -4.091 -0.1 0.4 0.1
O 3.036 -0.809 -3.174 -0.2 0.0 -0.3
H 1.664 -1.406 -5.521 0.0 0.0 0.1
H 3.411 -1.673 -5.497 0.0 0.0 0.0
H 2.730 -0.354 -6.448 0.0 0.1 0.0
H 3.627 0.695 -4.455 0.0 -0.1 -0.1
H 1.341 1.543 -4.920 0.1 -0.2 -0.1
H 1.681 1.500 -3.218 0.0 -0.2 -0.1
H 0.658 0.228 -3.939 0.1 0.0 0.0
H 3.288 -0.240 -2.430 0.1 0.2 -0.1
C -1.986 5.416 -3.923 -0.1 -0.2 0.0
C -2.424 4.211 -3.118 -0.4 -0.1 0.5
C -1.384 3.791 -2.115 0.7 -0.3 -0.1
O -3.615 4.521 -2.370 0.0 -0.1 0.0
H -1.159 5.152 -4.583 0.0 0.1 0.0
H -1.677 6.199 -3.232 0.0 0.1 -0.1
H -2.822 5.779 -4.521 0.1 0.1 -0.1
H -2.637 3.352 -3.765 0.0 0.1 -0.1
H -1.053 4.586 -1.446 -0.3 0.2 -0.1
H -0.490 3.486 -2.672 0.0 -0.1 0.1
H -1.706 2.952 -1.497 -0.1 0.0 -0.1
H -4.378 4.446 -2.949 0.0 0.1 -0.1
```
Forces are in eV/Å.



(6)
ORCA calculation (ωB97M-V/def2-TZVPD) on the ion C5H10NO2 with charge -2.

* HOMO energy (spin up / spin down): 4.05 / -1.02 eV
* HOMO-LUMO gap (spin up / spin down): 2.9 / 7.8 eV
* multiplicity: 2
* charge: -2
* DFT total energy: -10927.9317 eV
* LUMO (spin up / spin down): 6.9 / 6.8 eV
* energy above the lowest of the compared OMol25 structures with the same formula, charge and spin: 2.433 eV

```
18
Properties=species:S:1:pos:R:3:forces:R:3
C 0.431 0.917 2.695 -0.2 -0.2 -3.4
C 0.416 1.598 1.253 1.6 0.4 2.0
N 0.548 0.489 0.273 -2.3 1.9 -0.2
C 1.507 0.960 -0.717 0.4 0.1 1.8
C -0.857 0.146 -0.315 1.8 -1.0 0.7
C -0.814 -1.271 -1.029 0.7 -0.5 -0.4
O -0.275 -2.275 -0.515 0.3 0.5 1.4
O -1.319 -1.324 -2.161 -1.2 1.0 -1.3
H 1.269 0.237 2.713 0.3 -0.1 0.3
H 0.472 1.671 3.373 0.6 2.2 2.6
H -0.477 0.396 2.947 -0.5 -0.5 -0.4
H 1.358 2.402 1.201 -2.0 -2.1 0.2
H -0.443 2.306 1.202 0.1 -0.7 -0.5
H 1.683 0.153 -1.369 0.7 -0.9 -1.1
H 1.310 1.873 -1.246 -1.0 0.6 -0.7
H 2.381 1.311 -0.112 -0.1 -1.0 -0.7
H -1.621 -0.009 0.512 1.1 0.7 -0.7
H -1.117 0.937 -1.047 -0.3 -0.5 0.4
```
Forces are in eV/Å.



(7)
ORCA calculation (ωB97M-V/def2-TZVPD) on the molecule C2H4N2O.

* HOMO energy: -9.78 eV
* HOMO-LUMO gap: 10.5 eV
* DFT total energy: -7165.0748 eV
* LUMO: 0.7 eV
* energy above the lowest of the compared OMol25 structures with the same formula, charge and spin: 1.405 eV

```
9
Properties=species:S:1:pos:R:3:forces:R:3
C 1.906 -0.550 0.088 -0.3 0.5 -0.3
N 1.322 0.556 -0.139 -0.9 -0.2 0.1
N -0.054 0.640 0.114 -0.2 0.2 0.0
C -1.007 -0.335 -0.104 -0.5 0.4 0.1
O -2.204 -0.171 0.038 1.0 0.1 -0.1
H 2.946 -0.558 -0.191 0.2 -0.2 0.1
H 1.442 -1.446 0.492 -0.1 0.0 0.1
H -0.428 1.588 0.120 0.4 -0.4 0.1
H -0.592 -1.276 -0.453 0.2 -0.4 -0.1
```
Forces are in eV/Å.



(8)
ORCA calculation (ωB97M-V/def2-TZVPD) on the molecule C4H7NO.

* HOMO energy: -9.45 eV
* HOMO-LUMO gap: 10.6 eV
* DFT total energy: -7796.0600 eV
* LUMO: 1.1 eV
* energy above the lowest of the compared OMol25 structures with the same formula, charge and spin: 3.584 eV

```
13
Properties=species:S:1:pos:R:3:forces:R:3
C -1.724 -0.312 0.068 0.0 -0.2 -0.1
N -1.332 1.081 0.256 0.3 0.2 0.2
C -0.626 0.299 -0.752 0.4 0.0 -0.1
C 0.807 -0.232 -0.559 0.0 0.0 -0.1
C 1.860 0.016 0.495 -0.2 0.4 0.0
O 0.903 -1.014 0.616 0.0 -0.3 0.2
H -1.437 -1.036 0.825 0.0 0.2 -0.1
H -2.723 -0.460 -0.345 0.4 0.1 -0.1
H -0.743 1.154 1.080 -0.1 0.0 0.1
H -0.902 0.560 -1.776 0.4 0.1 0.3
H 1.236 -0.576 -1.501 -0.3 -0.7 0.2
H 2.873 -0.423 0.534 -0.3 0.5 -0.9
H 1.810 0.942 1.061 -0.5 -0.2 0.5
```
Forces are in eV/Å.



- Which value of DFT total energy does entry 4 give?
  -24171.5142 eV